No. 1
Entry from the Open Molecules 2025 dataset: a 8-piece molecular cluster, C34H91N7O10 overall (ωB97M-V/def2-TZVPD).

The calculation puts the orbital gap at 8.61 eV. The spin multiplicity is 1. Its SMILES is COC[C@H](C)N.COC[C@H](C)N.COC[C@H](C)N.COC[C@H](C)N.COC[C@H](C)N.COCCNCCOC.COCCNCCOC.CCO. For the lowest unoccupied orbital energy, the calculation gives 0.31 eV. As for the energy above the lowest of the compared OMol25 structures with the same formula, charge and spin: 0.3415 eV. As for the charge: 0.

The geometry in XYZ format:
```
142
Properties=species:S:1:pos:R:3:forces:R:3:lowdin_charge:R:1
C 3.8212 -1.3735 1.5771 0.153 1.527 0.887 -0.1181
O 4.0774 -2.5036 0.8004 -0.653 -0.211 -0.163 -0.1563
C 4.9165 -2.2871 -0.3042 0.650 -0.041 -0.559 -0.2307
C 4.3749 -1.4660 -1.4695 0.426 0.140 0.600 -0.2017
N 4.4779 -0.0084 -1.2316 -0.335 -0.401 -0.948 -0.0295
C 4.2335 0.7082 -2.4933 -0.431 0.934 0.526 -0.1931
C 2.7606 0.9387 -2.8333 0.672 -0.001 -0.643 -0.2253
O 2.2048 -0.2182 -3.4154 -0.179 -0.172 0.255 -0.1956
C 1.0387 0.0214 -4.1598 0.184 0.032 -0.555 -0.1193
H 2.9727 -1.4370 2.2619 0.020 -1.048 -0.074 0.0862
H 3.5369 -0.4555 1.0600 0.201 -0.272 -0.566 0.0509
H 4.6920 -1.0994 2.1851 0.136 -0.136 -0.002 0.0945
H 5.1840 -3.2707 -0.6987 -0.323 -0.155 0.179 0.0976
H 5.8914 -1.8545 -0.0401 -0.153 0.241 0.425 0.1274
H 3.3661 -1.7864 -1.7447 0.026 -0.076 -0.106 0.1017
H 5.0601 -1.6857 -2.2923 -0.179 -0.045 -0.164 0.1129
H 3.7032 0.2324 -0.6223 0.128 0.213 0.117 0.0629
H 4.7748 0.2636 -3.3277 -0.174 -0.344 0.030 0.1209
H 4.6231 1.7323 -2.4505 0.279 -0.070 0.450 0.1095
H 2.7509 1.7888 -3.5300 -0.260 -0.106 -0.271 0.1191
H 2.2068 1.2767 -1.9480 -0.122 -0.244 0.141 0.1054
H 0.5989 -0.9290 -4.4628 0.044 -0.103 0.295 0.0917
H 1.3054 0.5302 -5.0945 -0.132 0.268 0.061 0.0924
H 0.2941 0.6118 -3.6180 0.021 0.040 0.102 0.0640
C 0.3415 -0.5219 4.3771 -1.306 0.406 -0.109 -0.0741
O -0.9494 -0.1831 4.9057 0.201 0.086 0.938 -0.1912
C -2.0643 -0.3797 4.0748 0.160 0.733 -0.561 -0.2286
C -2.5129 -1.8216 3.9621 -0.206 -0.169 -0.452 -0.1912
N -1.6572 -2.5812 3.0615 0.180 -0.407 -0.481 -0.0567
C -2.0381 -3.9782 2.9216 1.189 -0.319 0.777 -0.2040
C -1.2604 -4.6775 1.7890 -1.040 1.086 0.015 -0.1607
O -1.8225 -4.2635 0.5304 0.120 -1.093 -0.039 -0.2625
C -2.7710 -5.1299 -0.0603 -0.679 0.621 0.329 -0.0923
H 0.4361 0.1026 3.4845 0.580 -0.428 -0.318 0.0746
H 0.3700 -1.5948 4.1929 0.316 0.076 -0.341 0.0738
H 1.0937 -0.2297 5.1054 -0.102 0.037 0.115 0.0838
H -1.8975 0.0880 3.0923 0.415 -0.596 -0.364 0.0995
H -2.8531 0.3073 4.3936 -0.134 -0.482 0.799 0.1241
H -3.5650 -1.8628 3.6370 -0.109 0.157 -0.057 0.1078
H -2.4966 -2.3062 4.9417 0.134 0.138 0.115 0.1245
H -1.6060 -2.1653 2.1303 -0.470 0.303 0.733 0.0499
H -3.1216 -4.1521 2.8466 -0.064 0.034 -0.357 0.1092
H -1.7280 -4.4679 3.8555 -0.170 -0.138 0.008 0.1186
H -1.2898 -5.7563 1.9507 0.040 -0.067 -0.360 0.1216
H -0.2369 -4.3090 1.7081 0.108 -0.208 0.546 0.1235
H -3.6801 -5.2524 0.5402 0.172 -0.025 0.401 0.0683
H -2.3876 -6.1296 -0.2661 0.263 0.103 -0.286 0.0903
H -3.1327 -4.5867 -0.9331 0.283 -0.402 -0.376 0.0928
C -1.7522 5.9950 0.9907 0.960 -0.501 0.435 -0.0644
C -2.2196 4.8027 0.1661 -0.259 0.923 -0.556 -0.4475
C -1.0879 4.1284 -0.6071 -0.102 0.517 0.510 -0.1902
O -0.4029 5.0402 -1.4532 0.057 0.324 0.110 -0.1774
C 0.7848 4.4822 -1.9528 0.082 -0.734 -0.664 -0.1232
N -2.8879 3.8874 1.0950 -0.082 0.335 -0.285 0.0475
H -2.5627 6.4261 1.5787 -0.144 0.142 -0.296 0.0781
H -1.2387 6.7407 0.3849 -0.242 0.099 -0.035 0.0698
H -1.0369 5.6281 1.7356 0.070 0.041 -0.018 0.0699
H -2.9491 5.2557 -0.5240 0.138 -0.418 -0.462 0.1353
H -1.4827 3.3218 -1.2340 0.063 -0.299 0.220 0.1097
H -0.3979 3.7706 0.1655 0.057 -0.444 -0.173 0.1071
H 1.5546 4.2984 -1.1969 -0.112 0.184 0.231 0.0690
H 1.2183 5.0729 -2.7596 -0.223 0.542 0.276 0.0911
H 0.5893 3.5173 -2.4437 -0.125 -0.174 0.193 0.0762
H -3.2687 3.0500 0.6560 0.083 -0.012 -0.093 0.0430
H -3.6855 4.4699 1.3345 -0.247 -0.624 0.619 0.0704
C 4.1673 4.7048 1.7886 0.435 0.642 0.613 -0.0514
C 3.1069 5.1859 2.7759 -0.081 -0.366 -0.670 -0.4294
C 2.0146 5.9805 2.0539 0.274 0.026 1.494 -0.2235
O 2.6059 7.1921 1.6349 -0.387 -0.369 -0.871 -0.1827
C 1.8367 7.8159 0.6093 0.029 -0.179 0.778 -0.0843
N 2.5361 4.0097 3.4607 0.001 0.760 0.313 0.0375
H 3.7665 4.0475 1.0195 -0.074 -0.055 0.062 0.0621
H 4.9526 4.2014 2.3588 -0.017 -0.278 -0.199 0.0781
H 4.6557 5.5631 1.3256 -0.139 -0.022 -0.158 0.0789
H 3.5532 5.8443 3.5295 0.180 0.244 -0.314 0.1378
H 1.2289 6.2185 2.7854 -0.178 -0.059 -0.035 0.1241
H 1.5302 5.3756 1.2792 0.283 0.169 -0.404 0.1096
H 0.8660 8.1305 1.0089 0.013 0.174 0.001 0.0825
H 1.6209 7.1051 -0.1929 0.239 0.158 -0.249 0.0790
H 2.4173 8.6812 0.3018 -0.158 -0.026 -0.317 0.0890
H 3.3301 3.5786 3.9291 -0.171 -0.281 -0.020 0.0754
H 1.9960 4.4163 4.2241 -0.237 -0.453 0.014 0.0775
C 1.2935 -5.1725 -1.5867 -0.329 -0.382 -0.549 -0.0641
C 1.9549 -4.8381 -2.9296 -0.291 0.516 -0.038 -0.4351
C 3.4734 -4.9197 -2.8294 -0.363 0.418 0.127 -0.2126
O 4.0924 -4.3892 -3.9834 -0.080 -0.431 -0.230 -0.1822
C 5.4979 -4.4187 -3.8746 -0.044 0.468 0.149 -0.1113
N 1.3597 -5.6314 -4.0170 0.643 -0.211 0.170 0.0389
H 0.2165 -5.0566 -1.7185 -0.021 -0.010 0.093 0.0680
H 1.5919 -4.5771 -0.7248 0.303 0.153 -0.205 0.0710
H 1.4668 -6.2266 -1.3512 0.056 -0.016 0.082 0.0796
H 1.6775 -3.8248 -3.2389 0.279 0.259 0.459 0.1326
H 3.7599 -5.9671 -2.6640 0.178 -0.007 0.052 0.1349
H 3.7881 -4.2945 -1.9863 0.024 -0.298 0.251 0.1014
H 5.8957 -3.8210 -4.6926 0.049 -0.141 -0.068 0.0909
H 5.9261 -5.4251 -3.8907 -0.170 -0.122 -0.128 0.0891
H 5.8075 -3.9487 -2.9337 0.075 0.016 0.027 0.0698
H 1.6689 -6.5978 -3.9193 -0.145 -0.030 -0.028 0.0701
H 1.8260 -5.2934 -4.8560 -0.203 -0.172 -0.143 0.0673
C 0.4068 -1.5269 -0.9512 1.146 1.019 0.922 -0.0190
C -0.2063 -1.0511 0.3821 -0.469 -0.296 -1.154 -0.3532
C -0.0475 0.4719 0.6108 0.812 -0.786 -0.650 -0.1699
O 1.3293 0.6925 0.8768 0.168 -0.093 0.468 -0.2253
C 1.7831 2.0389 0.9867 0.033 -0.807 0.077 -0.1051
N -1.6350 -1.4606 0.3500 0.779 0.403 0.078 0.0303
H 0.2731 -2.5993 -1.0722 -0.182 0.036 -0.184 0.0671
H 1.4795 -1.3168 -0.9012 0.039 -0.180 -0.221 0.0628
H 0.0325 -0.9351 -1.7881 -0.294 -0.256 -0.081 0.0670
H 0.3136 -1.6089 1.1642 -0.119 0.292 0.352 0.1318
H -0.6847 0.8135 1.4282 -0.063 0.170 -0.027 0.1069
H -0.2590 0.9953 -0.3317 -0.585 0.105 0.067 0.1145
H 2.6903 2.0024 1.5863 0.044 0.007 -0.036 0.0731
H 1.0966 2.6888 1.5292 -0.166 0.009 -0.167 0.0754
H 2.0432 2.4095 -0.0090 -0.211 0.328 -0.014 0.0593
H -1.6206 -2.4828 0.4068 -0.284 0.326 -0.331 0.0394
H -1.9545 -1.2664 -0.6002 -0.230 0.028 0.272 0.0533
C -6.3396 0.5768 0.6497 -0.248 -0.502 0.783 -0.0585
C -5.0902 -0.1752 1.1320 -1.207 0.362 0.000 -0.4273
C -5.1560 -1.6852 0.8929 0.690 0.360 -0.524 -0.2165
O -6.2559 -2.2700 1.5419 -0.262 0.493 -0.025 -0.1604
C -6.3298 -3.6424 1.3456 0.256 -1.156 0.477 -0.1287
N -3.9521 0.4707 0.5160 0.981 0.109 0.144 0.0605
H -6.5501 0.3235 -0.3907 -0.037 0.320 -0.094 0.0752
H -6.2053 1.6421 0.8314 0.222 0.068 -0.477 0.0692
H -7.2115 0.3264 1.2596 -0.019 -0.359 -0.213 0.0731
H -5.0714 -0.0476 2.2194 0.368 0.112 0.007 0.1348
H -4.1902 -2.0854 1.2357 -0.135 -0.306 0.253 0.1038
H -5.1702 -1.9028 -0.1866 -0.234 0.114 -0.106 0.1286
H -6.7101 -4.0011 0.3791 0.134 0.568 -0.249 0.0913
H -6.9917 -4.0949 2.0882 -0.008 0.314 0.105 0.0902
H -5.3370 -4.0871 1.5027 -0.048 -0.098 -0.076 0.0595
H -3.0784 0.0453 0.8283 -0.203 -0.029 0.242 0.0332
H -3.9083 0.2815 -0.4804 -0.517 -0.073 0.094 0.0295
C -3.9631 1.3988 -3.1531 0.431 1.104 -0.114 -0.0731
C -2.6974 0.6639 -2.7140 -1.456 0.141 -0.427 -0.2867
O -3.0965 -0.5626 -2.0991 0.873 -0.290 -0.099 -0.1210
H -3.6663 2.4545 -3.2013 -0.359 0.017 -0.360 0.0766
H -4.7916 1.3553 -2.4480 0.250 -0.220 0.341 0.0672
H -4.3687 1.0961 -4.1192 0.268 -0.118 -0.064 0.0741
H -2.1658 1.2821 -1.9894 -0.057 -0.399 0.326 0.0861
H -2.0326 0.5563 -3.5754 0.040 -0.408 0.098 0.1026
H -3.4025 -1.1981 -2.7532 0.030 0.161 -0.176 0.1068
```
Forces are in eV/Å.

=====

No. 2
Entry from the Open Molecules 2025 dataset: one molecule with the formula C2H5BrClN (ωB97M-V/def2-TZVPD).

The calculation puts the orbital gap at 10.57 eV. The spin multiplicity is 1. Its SMILES is ClNCCBr. For the lowest unoccupied orbital energy, the calculation gives 0.79 eV. As for the energy above the lowest of the compared OMol25 structures with the same formula, charge and spin: 2.5297 eV. As for the charge: 0.

The geometry in XYZ format:
```
10
Properties=species:S:1:pos:R:3:forces:R:3:lowdin_charge:R:1
C -0.1006 -0.3894 0.4303 3.035 -2.397 -1.470 -0.2996
C -0.9847 0.5199 -0.3742 2.403 -1.279 -0.331 -0.7734
N 1.4400 -0.4223 -0.4495 -3.844 -0.842 2.109 -0.4942
Cl 2.1726 1.0776 -0.1054 0.584 0.544 0.205 0.5100
Br -2.7280 -0.0098 -0.1034 -1.980 -0.177 -0.050 0.7323
H -0.4059 -1.5135 0.3747 0.496 2.100 0.133 0.1120
H 0.1413 -0.0778 1.4727 -0.327 -0.186 -0.839 0.0951
H -0.5999 0.4693 -1.3991 -0.781 -0.102 0.011 0.0768
H -0.7891 1.4721 -0.0111 -0.240 2.010 0.437 0.0234
H 1.8544 -1.1260 0.1651 0.655 0.328 -0.205 0.0176
```
Forces are in eV/Å.

=====

No. 3
Entry from the Open Molecules 2025 dataset: C41H40N7O4STi as an isolated structure (ωB97M-V/def2-TZVPD).

The calculation puts the orbital gap (alpha / beta) at 5.52 / 5.65 eV. The spin multiplicity is 2. For the lowest unoccupied orbital energy (alpha / beta), the calculation gives -1.39 / -1.41 eV. As for the energy above the lowest of the compared OMol25 structures with the same formula, charge and spin: 2.6733 eV. As for the charge: 0.

The geometry in XYZ format:
```
94
Properties=species:S:1:pos:R:3:forces:R:3:lowdin_spin:R:1
Ti -15.3834 -14.1110 -1.7283 -1.376 0.005 -0.897 0.6990
C -12.6265 -15.7105 1.5719 0.029 0.799 -1.896 0.0042
C -13.9572 -15.3049 1.0195 -1.162 0.523 -4.378 0.0263
N -13.9908 -14.7918 -0.2540 1.320 0.560 4.522 -0.0147
N -12.6992 -14.3307 -0.5796 0.274 -0.412 -1.179 0.0000
C -12.6225 -13.7986 -1.7784 -2.561 -0.465 0.285 -0.0016
O -13.6985 -13.6269 -2.5273 1.698 -0.293 0.329 -0.0048
C -11.3331 -13.3916 -2.3082 1.228 0.762 0.573 -0.0002
C -11.1272 -13.0513 -3.6440 -0.372 -0.555 -0.005 -0.0004
C -9.8350 -12.8235 -4.1394 0.052 0.488 -0.190 0.0000
C -8.7512 -12.8037 -3.2833 -1.238 -0.758 2.106 -0.0005
C -9.0102 -13.0549 -1.8339 2.504 1.499 -1.854 0.0001
C -10.2503 -13.2997 -1.3636 -1.196 -0.937 -0.966 -0.0003
C -15.2399 -15.6032 1.7733 1.113 -0.273 -0.475 0.0019
C -15.3184 -16.8465 2.3922 -0.169 -0.697 2.323 0.0030
C -16.2252 -17.0051 3.4793 0.604 -0.331 -1.519 -0.0002
C -17.1416 -15.9906 3.7270 -0.284 0.340 0.217 0.0023
C -17.0011 -14.7849 3.0091 0.938 -2.271 -1.867 -0.0007
N -16.1074 -14.6134 1.9736 -0.726 -0.026 2.170 0.0028
H -12.1950 -16.4157 0.8123 -0.353 0.034 1.013 0.0018
H -12.7191 -16.0444 2.5772 0.326 -0.398 0.658 -0.0001
H -11.9594 -14.8484 1.3824 -0.214 -0.276 0.814 0.0012
H -11.9396 -13.0310 -4.3850 0.150 -0.098 0.731 0.0000
H -9.7424 -12.6003 -5.2253 0.170 -0.253 0.955 0.0000
H -7.7729 -12.6630 -3.7157 0.244 0.128 0.432 0.0000
H -8.2016 -12.9012 -1.0763 -0.503 -0.401 -1.023 0.0000
H -10.3982 -13.5615 -0.3113 -0.163 0.339 -0.495 0.0000
H -14.6022 -17.6811 2.2290 -0.461 0.970 -0.202 0.0001
H -16.1740 -17.9415 4.0533 -0.368 0.475 -0.303 -0.0001
H -18.0070 -16.1580 4.4198 1.174 0.485 -0.454 0.0001
H -17.7268 -14.0437 3.1636 -0.662 1.221 0.025 -0.0001
C -20.6412 -12.8318 0.4989 0.999 -1.233 -1.110 0.0112
C -20.9094 -13.4505 -0.7650 -0.830 0.540 0.867 -0.0016
C -19.9067 -13.9200 -1.5831 0.692 0.263 0.306 0.0084
C -18.5607 -13.6702 -1.2232 -1.199 0.472 0.452 -0.0007
C -18.2258 -13.0837 0.0237 0.213 -0.611 -0.524 0.0088
C -19.2833 -12.6996 0.8452 -0.484 0.576 0.015 -0.0013
N -17.6166 -13.8523 -2.2213 0.876 -0.313 -2.072 0.0621
N -18.0953 -13.9142 -3.4348 -0.316 0.470 2.970 0.0570
C -17.1543 -14.1231 -4.3688 3.853 0.421 -0.642 0.0230
C -17.4783 -14.1948 -5.7563 -1.322 0.171 2.582 0.0057
C -16.5399 -14.5818 -6.6624 0.164 0.200 -0.408 0.0246
C -15.2304 -14.7677 -6.1799 -0.041 0.738 -0.422 0.0065
C -14.9026 -14.4302 -4.8679 -1.754 -0.590 -0.145 0.0239
N -15.8219 -14.1282 -3.9045 -0.988 -0.702 -2.371 0.0125
H -21.4413 -12.6317 1.2269 0.434 0.323 -0.649 0.0006
H -21.9366 -13.4669 -1.1388 0.208 -0.381 0.348 -0.0003
H -20.0430 -14.4531 -2.5378 -0.369 0.573 0.704 0.0005
H -17.1724 -12.9566 0.3955 -1.290 0.006 -0.771 0.0004
H -19.0156 -12.1075 1.7084 -0.082 -0.295 0.451 -0.0003
H -18.5378 -13.9513 -5.9254 0.605 -0.381 -0.460 -0.0006
H -16.8844 -14.6463 -7.7088 0.758 -0.216 0.533 0.0012
H -14.4045 -15.0055 -6.8536 -0.354 -0.077 0.197 -0.0001
H -13.8808 -14.5204 -4.6105 0.673 0.178 0.718 0.0014
C -15.0583 -22.0317 0.6828 0.078 -1.481 -0.885 0.0000
C -15.3867 -20.7743 -0.0431 -0.357 1.146 1.005 0.0002
C -16.2406 -19.7996 0.5306 0.772 -0.257 -1.549 0.0000
C -16.4719 -18.6349 -0.2009 1.890 -0.926 -0.336 0.0002
C -15.7780 -18.3371 -1.4041 -1.547 -0.627 0.776 -0.0001
C -15.0742 -19.3293 -2.0200 1.476 -0.389 0.149 0.0002
C -14.8392 -20.5039 -1.2721 -0.528 0.588 -1.530 0.0000
S -15.9671 -16.7422 -2.1124 -1.004 0.688 0.890 0.0032
O -16.4165 -15.9055 -0.9354 -0.122 -0.050 -0.721 0.0133
O -16.9203 -16.7324 -3.2042 0.654 -0.627 0.538 0.0046
O -14.6300 -16.2238 -2.4064 0.250 -0.506 -0.845 0.0044
H -15.7327 -22.2831 1.4821 -0.677 0.076 0.160 0.0000
H -14.0860 -22.1121 1.1591 0.419 0.503 -0.247 0.0000
H -15.0954 -22.8562 -0.0699 0.031 0.344 0.696 0.0000
H -16.6459 -20.0115 1.5087 -0.341 0.317 0.013 0.0000
H -17.0130 -17.8621 0.2057 -1.400 1.567 0.948 0.0000
H -14.5479 -19.1457 -2.9831 -0.547 -0.305 0.794 0.0000
H -14.3018 -21.2521 -1.7939 0.734 -0.796 -0.141 0.0000
C -13.7621 -10.3636 3.0399 -0.944 -1.872 -1.048 0.0000
N -13.6289 -11.0223 1.7278 0.892 1.231 1.229 0.0001
C -12.2783 -11.0567 1.2123 0.170 -0.137 0.318 0.0000
C -14.6811 -11.7827 1.1338 0.457 0.024 -1.168 0.0006
C -15.2171 -11.1853 -0.1819 0.115 -0.214 0.716 0.0020
C -15.4282 -9.8170 -0.1958 -0.343 1.716 -1.151 -0.0013
C -15.7932 -9.0968 -1.3728 -0.113 -1.113 0.978 0.0049
C -15.9569 -9.8839 -2.5197 0.666 1.563 -1.372 -0.0001
C -15.7937 -11.2715 -2.4539 -1.374 -0.183 -0.963 0.0093
C -15.4838 -11.9979 -1.3052 0.002 0.736 0.463 -0.0067
H -14.7580 -9.8620 3.0611 0.738 -0.330 0.511 0.0000
H -12.9585 -9.6629 3.0736 0.249 0.800 0.390 0.0000
H -13.6045 -11.1176 3.8616 -0.477 0.803 -0.211 0.0000
H -12.3053 -10.7754 0.1619 0.350 0.127 -0.267 0.0000
H -11.7784 -12.0462 1.2737 -0.278 0.073 0.009 0.0000
H -11.6098 -10.3604 1.7975 -0.818 -0.528 -0.794 0.0000
H -15.4607 -11.9369 1.8502 -0.626 0.060 0.548 0.0002
H -14.3516 -12.7770 0.8567 0.220 -0.237 0.237 0.0006
H -15.2781 -9.1757 0.6763 0.117 -0.585 0.098 -0.0002
H -16.0066 -8.0055 -1.2726 0.374 -1.058 -0.509 0.0003
H -16.0442 -9.3745 -3.5543 -0.328 -0.954 1.802 -0.0002
H -16.1350 -11.8254 -3.3544 0.700 0.497 0.453 0.0026
```
Forces are in eV/Å.

=====

Respective E values: -67633.38907, -86207.91982, -95734.54041 eV.